{"formula": "C3H5N3", "method": "ωB97M-V/def2-TZVPD", "symbols": ["C", "C", "N", "N", "N", "C", "H", "H", "H", "H", "H"], "positions_angstrom": [[0.871206, -1.444511, -0.107724], [-0.083412, -0.372756, 0.359359], [0.650134, 1.647464, -0.731337], [-0.521546, 1.712886, -0.795538], [-1.347608, 0.329983, -0.079194], [-0.833182, 0.254848, 1.214132], [1.922744, -1.148749, 0.000540], [0.756036, -2.410417, 0.405853], [0.690839, -1.607292, -1.166366], [-1.054380, 2.451341, -1.286569], [-1.074338, 0.602380, 2.195352]], "atomic_forces_ev_per_a": [[-0.3, 0.4, 0.0], [0.1, -0.2, 0.3], [-0.4, 0.2, -0.3], [0.9, 0.0, 0.1], [0.2, -0.2, -0.1], [0.4, -0.6, -0.3], [-0.4, 0.2, 0.1], [-0.3, 0.4, 0.0], [0.0, -0.1, -0.1], [-0.2, -0.2, 0.1], [-0.1, 0.1, 0.2]], "homo_lumo_gap_ha": 0.32580, "de_lowest_kj_mol": 579.9, "charge": 0, "homo_energy_ev": -7.66}

{"formula": "C3H5N3", "method": "ωB97M-V/def2-TZVPD", "symbols": ["N", "C", "N", "N", "C", "C", "H", "H", "H", "H", "H"], "positions_angstrom": [[1.306195, -1.487293, -0.054351], [0.593206, -0.342237, -0.082967], [1.035193, 0.865586, -0.058299], [-0.401268, 1.373838, -0.163929], [-1.438709, 0.942142, 0.739156], [-0.930738, -0.110375, -0.108772], [0.868409, -2.336901, -0.371121], [2.291669, -1.381608, -0.251047], [-0.511120, 2.198794, -0.749034], [-1.216846, 1.052288, 1.783925], [-1.595990, -0.774233, -0.683562]], "atomic_forces_ev_per_a": [[0.1, 0.1, 0.0], [0.2, 0.0, 0.4], [-0.1, -0.4, 0.4], [-0.8, 0.0, -0.7], [0.0, 0.3, 1.0], [0.2, 0.3, -0.5], [0.0, 0.1, 0.0], [-0.1, -0.2, 0.1], [-0.2, -0.8, -0.5], [0.3, -0.2, 0.5], [0.4, 0.8, -0.5]], "homo_lumo_gap_ha": 0.30300, "de_lowest_kj_mol": 556.3, "charge": 0, "homo_energy_ev": -7.52}

{"formula": "C3H5N3", "method": "ωB97M-V/def2-TZVPD", "symbols": ["N", "C", "C", "C", "N", "N", "H", "H", "H", "H", "H"], "positions_angstrom": [[-1.904162, -0.630390, 0.152142], [-0.745240, -0.738917, -0.574171], [0.486803, -0.838305, -0.096366], [1.614338, -0.258884, 0.250580], [1.777472, 1.176794, 0.193561], [0.705016, 1.802579, 0.169475], [-1.843124, -0.755416, 1.149896], [-2.762108, -0.940259, -0.269463], [-0.881100, -0.747075, -1.654062], [2.528736, -0.770718, 0.535149], [0.956452, 2.796162, 0.074621]], "atomic_forces_ev_per_a": [[0.0, -0.1, 0.1], [0.2, -0.1, 0.0], [-0.1, 0.3, 0.0], [0.0, -0.3, 0.0], [-0.5, 0.2, 0.0], [0.6, 0.0, 0.0], [0.0, 0.0, -0.1], [0.1, 0.0, 0.0], [0.0, -0.1, 0.1], [-0.2, 0.0, 0.0], [0.0, -0.1, 0.1]], "homo_lumo_gap_ha": 0.32453, "de_lowest_kj_mol": 338.4, "smiles": "[H]/N=N/C=C=CN", "charge": 0, "homo_energy_ev": -8.38}

{"formula": "C3H5N3", "method": "ωB97M-V/def2-TZVPD", "symbols": ["C", "N", "C", "N", "N", "C", "H", "H", "H", "H", "H"], "positions_angstrom": [[-1.558169, 0.050557, 0.019727], [-0.043912, -0.188404, 0.035978], [0.673486, 0.954901, -0.019542], [1.967722, 0.825313, -0.091498], [2.226344, -0.509979, -0.090232], [1.153698, -1.214367, -0.035318], [-2.056630, -0.386405, -0.849202], [-1.798647, 1.135182, -0.030690], [-2.060288, -0.303761, 0.923962], [0.224184, 1.939367, -0.028762], [1.272211, -2.302409, 0.165581]], "atomic_forces_ev_per_a": [[0.3, -0.6, 0.0], [1.1, -0.4, -0.1], [0.4, 0.1, -0.1], [-0.2, 0.2, -0.1], [-0.2, -0.4, 0.0], [-1.7, 1.4, 0.6], [0.4, -0.2, 0.1], [0.8, -0.7, 0.0], [0.4, -0.3, -0.1], [-0.1, -0.2, 0.0], [-1.2, 1.0, -0.4]], "homo_lumo_gap_ha": 0.38224, "de_lowest_kj_mol": 203.4, "smiles": "Cn1cnnc1", "charge": 0, "homo_energy_ev": -9.70}

{"formula": "C3H5N3", "method": "ωB97M-V/def2-TZVPD", "symbols": ["C", "N", "C", "N", "C", "N", "H", "H", "H", "H", "H"], "positions_angstrom": [[1.572158, -0.459297, 0.124547], [0.436331, 0.370812, 0.473549], [-0.838194, 0.393828, -0.013592], [-1.463938, 1.505061, 0.082968], [-1.440424, -0.835684, -0.536520], [-2.020616, -1.737261, -0.973808], [1.253113, -1.476619, -0.116847], [2.145740, -0.061200, -0.722930], [2.239543, -0.518960, 0.991024], [0.605661, 1.329085, 0.756712], [-2.453032, 1.455256, -0.117319]], "atomic_forces_ev_per_a": [[0.0, -0.1, -0.1], [-0.1, 0.2, 0.0], [0.0, 0.4, 0.1], [-0.2, -0.3, 0.0], [-0.5, -0.7, -0.4], [0.7, 0.9, 0.5], [-0.1, 0.2, 0.0], [-0.2, -0.1, 0.1], [-0.1, 0.0, -0.2], [0.5, -0.2, 0.2], [-0.1, -0.2, -0.3]], "homo_lumo_gap_ha": 0.37440, "de_lowest_kj_mol": 99.0, "smiles": "[H]/N=C(\\C#N)NC", "charge": 0, "homo_energy_ev": -9.58}

{"formula": "C3H5N3", "method": "ωB97M-V/def2-TZVPD", "symbols": ["C", "N", "C", "N", "C", "N", "H", "H", "H", "H", "H"], "positions_angstrom": [[-0.874912, 0.710650, -1.210952], [-0.180640, -0.401296, -0.602647], [0.436203, -0.403795, 0.556603], [1.327562, -1.379445, 0.522140], [0.186518, 0.508613, 1.652080], [-0.024679, 1.241762, 2.521390], [-1.270587, 1.392893, -0.448475], [-0.209347, 1.280381, -1.871076], [-1.710573, 0.334934, -1.807037], [0.697921, -1.430711, -0.680133], [1.622534, -1.853987, 1.368108]], "atomic_forces_ev_per_a": [[-0.1, 0.1, 0.0], [0.1, 0.1, 0.2], [-0.1, -0.1, -0.2], [0.0, 0.0, 0.2], [-0.2, 0.7, 0.8], [0.2, -0.7, -0.9], [0.1, -0.1, -0.1], [-0.1, -0.1, 0.1], [0.1, 0.1, 0.1], [0.0, 0.0, 0.0], [0.0, 0.1, -0.1]], "homo_lumo_gap_ha": 0.35398, "de_lowest_kj_mol": 276.5, "charge": 0, "homo_energy_ev": -9.34}

{"formula": "C3H5N3", "method": "ωB97M-V/def2-TZVPD", "symbols": ["C", "N", "C", "C", "N", "N", "H", "H", "H", "H", "H"], "positions_angstrom": [[1.589570, -0.505155, 0.551198], [0.164750, -0.384431, 0.310325], [-0.631004, 0.565835, 0.784746], [-1.705841, 0.946921, -0.023488], [-1.551598, 0.517588, -1.317732], [-0.860191, 0.018023, -2.076618], [1.992782, -1.157814, -0.228152], [2.060910, 0.473620, 0.442395], [1.822979, -0.923184, 1.532555], [-0.198648, -1.081025, -0.340159], [-2.535432, 1.605447, 0.180629]], "atomic_forces_ev_per_a": [[0.2, 0.0, 0.1], [-0.2, 0.2, 0.1], [0.2, -0.2, -0.3], [-0.1, 0.1, 0.0], [0.8, -0.8, -0.6], [-1.2, 0.6, 0.7], [0.0, 0.1, 0.2], [0.0, -0.2, 0.1], [0.0, 0.0, 0.0], [0.1, 0.2, -0.3], [0.3, -0.1, 0.0]], "homo_lumo_gap_ha": [0.29397, 0.29383], "de_lowest_kj_mol": 389.4, "charge": 0, "homo_energy_ev": [-7.86, -7.86]}

{"formula": "C3H5N3", "method": "ωB97M-V/def2-TZVPD", "symbols": ["N", "C", "C", "N", "C", "N", "H", "H", "H", "H", "H"], "positions_angstrom": [[-1.396877, 1.475914, 0.145565], [-0.350034, 0.707583, 0.081044], [-0.681800, -0.747404, 0.169586], [0.644591, -1.629067, -0.217387], [1.622051, -0.915839, -0.315075], [0.958976, 0.950188, 0.143534], [-2.203860, 1.009562, -0.282675], [-0.930223, -1.007077, 1.207060], [-1.489857, -1.025278, -0.511867], [2.681851, -0.784237, -0.509761], [1.145187, 1.965654, 0.089975]], "atomic_forces_ev_per_a": [[0.6, 0.7, -0.9], [-0.6, -0.5, 0.3], [1.4, -1.7, -0.6], [-0.4, 2.1, 0.4], [-1.7, 2.1, 0.7], [-0.2, -0.9, -0.1], [0.2, 0.0, 0.8], [0.2, -0.1, -0.4], [0.3, -0.2, 0.1], [-0.4, -0.4, 0.1], [0.5, -1.0, -0.2]], "homo_lumo_gap_ha": 0.32337, "de_lowest_kj_mol": 333.6, "charge": 0, "homo_energy_ev": -8.39}

{"formula": "C3H5N3", "method": "ωB97M-V/def2-TZVPD", "symbols": ["N", "C", "C", "N", "N", "C", "H", "H", "H", "H", "H"], "positions_angstrom": [[-1.797451, -0.554902, 0.085080], [-0.464144, -0.102357, 0.089842], [0.651481, -0.851596, -0.189041], [1.710855, 0.008252, -0.263909], [1.368397, 1.255524, 0.075486], [0.088153, 1.155464, 0.416462], [-2.452130, 0.167708, 0.349609], [-2.070360, -0.884792, -0.833517], [0.767850, -1.905142, -0.006230], [2.525900, -0.148706, -0.839028], [-0.328552, 1.860548, 1.115247]], "atomic_forces_ev_per_a": [[0.0, 0.0, 0.3], [0.5, -0.2, 0.5], [-0.2, -0.3, -0.3], [0.0, -0.2, -0.2], [-0.1, -0.3, 0.6], [-0.1, 0.5, 0.0], [0.1, 0.0, 0.1], [0.1, -0.1, 0.2], [0.1, -0.3, -0.9], [0.0, 0.1, 0.4], [-0.4, 0.7, -0.6]], "homo_lumo_gap_ha": 0.34843, "de_lowest_kj_mol": 134.0, "smiles": "Nc1cn[nH]c1", "charge": 0, "homo_energy_ev": -8.39}

{"formula": "C3H5N3", "method": "ωB97M-V/def2-TZVPD", "symbols": ["C", "N", "C", "N", "C", "N", "H", "H", "H", "H", "H"], "positions_angstrom": [[-0.471129, -1.463471, 0.670750], [0.338141, -0.626968, -0.185719], [0.260456, 0.674321, -0.350674], [0.744354, 0.940569, -1.552677], [-0.247419, 1.654936, 0.585815], [-0.627013, 2.467604, 1.316334], [-0.802988, -0.925925, 1.567329], [-1.357873, -1.828034, 0.137192], [0.117217, -2.330149, 0.984135], [0.868378, -0.397005, -1.414750], [1.177876, 1.834122, -1.757735]], "atomic_forces_ev_per_a": [[-0.1, 0.0, 0.1], [-0.1, 0.2, 0.0], [0.1, -0.2, -0.1], [0.1, 0.2, 0.0], [-0.3, 0.7, 0.7], [0.4, -0.9, -0.7], [0.1, 0.0, -0.1], [0.1, 0.1, 0.1], [-0.1, 0.1, 0.0], [0.0, 0.0, 0.0], [-0.1, -0.1, 0.0]], "homo_lumo_gap_ha": 0.35393, "de_lowest_kj_mol": 277.8, "charge": 0, "homo_energy_ev": -9.35}

Repeat the third record exactly.
{"formula": "C3H5N3", "method": "ωB97M-V/def2-TZVPD", "symbols": ["N", "C", "C", "C", "N", "N", "H", "H", "H", "H", "H"], "positions_angstrom": [[-1.904162, -0.630390, 0.152142], [-0.745240, -0.738917, -0.574171], [0.486803, -0.838305, -0.096366], [1.614338, -0.258884, 0.250580], [1.777472, 1.176794, 0.193561], [0.705016, 1.802579, 0.169475], [-1.843124, -0.755416, 1.149896], [-2.762108, -0.940259, -0.269463], [-0.881100, -0.747075, -1.654062], [2.528736, -0.770718, 0.535149], [0.956452, 2.796162, 0.074621]], "atomic_forces_ev_per_a": [[0.0, -0.1, 0.1], [0.2, -0.1, 0.0], [-0.1, 0.3, 0.0], [0.0, -0.3, 0.0], [-0.5, 0.2, 0.0], [0.6, 0.0, 0.0], [0.0, 0.0, -0.1], [0.1, 0.0, 0.0], [0.0, -0.1, 0.1], [-0.2, 0.0, 0.0], [0.0, -0.1, 0.1]], "homo_lumo_gap_ha": 0.32453, "de_lowest_kj_mol": 338.4, "smiles": "[H]/N=N/C=C=CN", "charge": 0, "homo_energy_ev": -8.38}